Record 1
{"formula": "C12H48N24O12", "method": "the ωB97M-V functional and the def2-TZVPD basis", "s2": 0.75, "charge": -1, "e_above_lowest_kcal_mol": 49.76, "lumo_ev": [2.09, 2.00], "spin_multiplicity": 2, "homo_lumo_gap_ha": [0.0846, 0.3387], "homo_ha": [-0.0079, -0.2651], "elements": ["C", "O", "N", "N", "H", "H", "H", "H", "C", "O", "N", "N", "H", "H", "H", "H", "C", "O", "N", "N", "H", "H", "H", "H", "C", "O", "N", "N", "H", "H", "H", "H", "C", "O", "N", "N", "H", "H", "H", "H", "C", "O", "N", "N", "H", "H", "H", "H", "C", "O", "N", "N", "H", "H", "H", "H", "C", "O", "N", "N", "H", "H", "H", "H", "C", "O", "N", "N", "H", "H", "H", "H", "C", "O", "N", "N", "H", "H", "H", "H", "C", "O", "N", "N", "H", "H", "H", "H", "C", "O", "N", "N", "H", "H", "H", "H"], "coordinates": [[-3.275, -5.285, 28.394], [-3.256, -4.190, 28.924], [-2.860, -6.364, 28.988], [-3.902, -5.479, 27.264], [-2.956, -7.255, 28.522], [-2.434, -6.197, 29.889], [-4.614, -4.782, 27.096], [-4.234, -6.401, 27.019], [3.357, 0.140, 26.201], [4.309, -0.227, 26.882], [2.247, -0.589, 25.969], [3.325, 1.311, 25.704], [1.440, -0.054, 25.678], [2.217, -1.492, 26.421], [4.201, 1.807, 25.629], [2.397, 1.487, 25.344], [0.420, 2.746, 27.930], [1.168, 3.700, 28.059], [0.745, 1.554, 28.046], [-0.927, 2.978, 27.860], [-0.019, 0.899, 28.129], [1.714, 1.290, 27.934], [-1.427, 2.105, 27.953], [-1.195, 3.791, 27.324], [-0.072, -3.474, 31.562], [-1.034, -3.244, 32.321], [-0.172, -3.298, 30.300], [1.144, -3.829, 31.948], [-1.086, -3.097, 29.920], [0.587, -3.579, 29.697], [1.809, -4.039, 31.218], [1.228, -3.930, 32.950], [-1.235, 1.068, 30.744], [-1.680, 0.758, 29.720], [-0.490, 0.221, 31.405], [-1.537, 2.147, 31.505], [-0.172, 0.426, 32.341], [-0.501, -0.761, 31.167], [-1.989, 2.876, 30.972], [-1.104, 2.210, 32.415], [-4.886, -2.238, 31.926], [-5.319, -1.932, 33.019], [-4.923, -3.361, 31.299], [-4.070, -1.465, 31.283], [-4.961, -4.144, 31.935], [-4.272, -3.403, 30.528], [-3.990, -0.489, 31.527], [-3.688, -1.730, 30.386], [-0.856, -2.419, 23.253], [-1.571, -1.559, 23.630], [0.088, -2.856, 24.086], [-0.770, -2.900, 22.098], [0.114, -2.361, 24.967], [0.598, -3.680, 23.803], [-1.290, -2.572, 21.297], [-0.021, -3.577, 22.068], [-4.286, 3.212, 28.918], [-3.498, 3.998, 29.371], [-4.356, 1.914, 29.040], [-5.260, 3.603, 28.068], [-4.988, 1.385, 28.454], [-3.539, 1.560, 29.516], [-5.228, 4.594, 27.878], [-6.104, 3.082, 27.878], [-3.577, 1.374, 25.473], [-4.659, 0.699, 25.241], [-2.504, 0.954, 25.997], [-3.390, 2.621, 25.053], [-1.635, 1.438, 25.819], [-2.457, -0.049, 26.111], [-4.138, 3.160, 24.640], [-2.652, 3.131, 25.516], [1.348, -4.706, 26.666], [0.507, -5.107, 27.433], [1.783, -5.291, 25.591], [1.971, -3.544, 26.809], [2.407, -4.719, 25.041], [1.265, -6.047, 25.166], [2.937, -3.422, 26.541], [1.737, -3.072, 27.671], [-1.429, -1.954, 27.394], [-0.739, -1.068, 26.872], [-2.160, -1.726, 28.421], [-1.453, -3.210, 27.003], [-2.544, -2.581, 28.798], [-2.101, -0.828, 28.879], [-2.216, -3.710, 27.437], [-1.044, -3.543, 26.142], [-0.750, -7.404, 24.795], [0.191, -7.929, 25.334], [-1.209, -6.241, 24.872], [-1.597, -8.198, 24.139], [-1.736, -5.967, 24.055], [-0.739, -5.580, 25.474], [-2.318, -7.768, 23.578], [-1.426, -9.193, 24.172]], "mulliken_spin": [0.843, -0.442, -0.101, 0.253, -0.053, -0.044, -0.044, -0.230, 0.093, -0.026, -0.034, -0.017, -0.004, -0.003, 0.000, 0.000, 0.002, 0.000, -0.003, 0.001, -0.001, 0.007, -0.001, 0.000, 0.031, -0.015, -0.065, 0.007, 0.007, 0.013, -0.001, -0.001, -0.003, 0.003, -0.003, 0.000, 0.000, 0.000, 0.000, 0.000, 0.003, 0.001, -0.003, -0.009, -0.003, 0.015, -0.001, 0.005, 1.473, -0.481, -0.450, 0.211, -0.010, 0.032, -0.098, -0.399, 0.000, 0.000, 0.001, 0.000, 0.000, 0.000, 0.000, 0.000, -0.004, -0.009, 0.034, 0.001, 0.000, -0.009, 0.001, -0.001, 0.657, -0.200, -0.018, -0.161, -0.145, 0.054, -0.022, 0.018, -0.225, 0.015, 0.018, 0.042, 0.009, 0.038, -0.011, 0.091, 2.695, -0.679, -1.261, -0.033, -0.221, 0.328, -0.423, -0.037]}

---

Record 2
{"formula": "C3H4NOP", "method": "the ωB97M-V functional and the def2-TZVPD basis", "charge": 0, "e_above_lowest_kcal_mol": 77.59, "lumo_ev": [-2.63, -1.33], "spin_multiplicity": 1, "homo_lumo_gap_ha": [0.2689, 0.3128], "homo_ha": [-0.3657, -0.3618], "elements": ["C", "C", "C", "N", "O", "P", "H", "H", "H", "H"], "coordinates": [[-1.230, -0.951, -1.322], [0.292, -0.408, 0.934], [0.066, 1.009, 0.500], [-2.000, -0.499, -2.050], [0.800, -0.725, 1.977], [-0.199, -1.815, -0.203], [-0.365, 1.076, -0.492], [1.019, 1.536, 0.526], [-0.591, 1.488, 1.223], [2.208, -0.710, -1.093]], "nbo_charge": [-0.165, 0.308, -0.737, -0.250, -0.510, 0.602, 0.238, 0.251, 0.253, 0.011]}

---

Record 3
{"formula": "C36H61AsN3PbSeSi2", "method": "the ωB97M-V functional and the def2-TZVPD basis", "charge": -1, "e_above_lowest_kcal_mol": 3.50, "lumo_ev": 2.10, "spin_multiplicity": 1, "homo_lumo_gap_ha": 0.1837, "homo_ha": -0.1065, "elements": ["Pb", "C", "C", "C", "C", "C", "C", "C", "C", "C", "C", "H", "H", "H", "H", "H", "H", "H", "H", "H", "H", "H", "H", "C", "C", "C", "C", "N", "C", "Se", "N", "C", "C", "C", "C", "C", "C", "C", "C", "C", "C", "H", "H", "H", "H", "H", "H", "H", "H", "H", "H", "H", "H", "H", "H", "H", "H", "H", "H", "H", "H", "H", "H", "C", "Si", "C", "C", "As", "Si", "C", "C", "C", "H", "H", "H", "H", "H", "H", "H", "H", "H", "H", "H", "H", "H", "H", "H", "H", "H", "H", "C", "C", "C", "C", "C", "N", "H", "H", "H", "H", "H", "H", "H", "H", "H"], "coordinates": [[-1.048, -0.170, 0.493], [-2.921, 2.048, 3.831], [-2.121, 2.142, 2.526], [-0.636, 2.143, 2.896], [-2.449, 0.985, 1.583], [-2.503, 3.417, 1.743], [-3.838, 3.818, 1.629], [-4.214, 4.894, 0.834], [-3.259, 5.621, 0.133], [-1.926, 5.246, 0.245], [-1.558, 4.168, 1.042], [-2.613, 1.147, 4.368], [-3.996, 1.968, 3.650], [-2.739, 2.923, 4.471], [-0.422, 1.232, 3.463], [-0.375, 3.015, 3.510], [0.007, 2.132, 2.009], [-3.528, 0.842, 1.484], [-4.611, 3.263, 2.148], [-5.263, 5.159, 0.755], [-3.551, 6.451, -0.502], [-1.162, 5.796, -0.294], [-0.509, 3.899, 1.093], [-0.898, -3.626, -3.742], [0.148, -3.778, -2.638], [1.517, -4.207, -3.195], [2.388, -3.001, -3.532], [2.999, -2.405, -2.350], [2.759, -1.133, -1.915], [1.640, 0.088, -2.660], [3.522, -0.959, -0.797], [3.617, 0.276, -0.028], [4.940, 1.003, -0.269], [4.974, 1.753, -1.603], [4.136, 3.029, -1.582], [4.252, -2.111, -0.528], [5.133, -2.423, 0.489], [5.731, -3.675, 0.452], [5.464, -4.570, -0.586], [4.556, -4.260, -1.590], [3.935, -3.027, -1.527], [-1.854, -3.302, -3.329], [-1.044, -4.577, -4.270], [-0.586, -2.870, -4.475], [-0.199, -4.512, -1.907], [0.241, -2.824, -2.108], [1.377, -4.781, -4.116], [2.036, -4.857, -2.487], [1.779, -2.222, -3.982], [3.183, -3.262, -4.234], [3.488, 0.022, 1.016], [2.770, 0.893, -0.324], [5.759, 0.277, -0.232], [5.100, 1.709, 0.553], [4.598, 1.094, -2.393], [6.010, 1.996, -1.850], [3.070, 2.799, -1.492], [4.266, 3.598, -2.507], [4.425, 3.673, -0.745], [5.345, -1.717, 1.285], [6.418, -3.957, 1.240], [5.974, -5.525, -0.614], [4.351, -4.961, -2.391], [-4.577, -2.667, 1.378], [-4.828, -1.817, -0.278], [-5.937, -0.334, 0.048], [-5.862, -3.005, -1.318], [-2.776, -1.515, -1.306], [-3.373, 0.258, -2.676], [-4.840, -0.188, -3.783], [-3.784, 1.900, -1.877], [-1.970, 0.590, -3.884], [-5.518, -3.079, 1.766], [-4.174, -1.954, 2.110], [-3.852, -3.485, 1.284], [-6.914, -0.646, 0.438], [-6.104, 0.243, -0.870], [-5.466, 0.339, 0.776], [-6.777, -3.318, -0.797], [-5.272, -3.897, -1.559], [-6.148, -2.536, -2.269], [-5.794, -0.155, -3.241], [-4.719, -1.201, -4.184], [-4.901, 0.514, -4.625], [-4.689, 1.837, -1.262], [-3.939, 2.676, -2.640], [-2.973, 2.223, -1.210], [-1.676, -0.333, -4.397], [-1.083, 0.972, -3.364], [-2.274, 1.329, -4.636], [2.672, 0.545, 5.780], [3.103, 0.635, 4.308], [2.868, 2.057, 3.779], [4.580, 0.250, 4.163], [2.276, -0.314, 3.528], [1.638, -1.036, 2.897], [3.287, 1.219, 6.381], [2.791, -0.472, 6.159], [1.625, 0.832, 5.890], [3.414, 2.766, 4.406], [1.806, 2.312, 3.798], [3.223, 2.157, 2.750], [5.189, 0.917, 4.778], [4.907, 0.349, 3.125], [4.753, -0.779, 4.486]], "mulliken_charge": [-0.033, -2.122, 3.790, -2.679, -1.102, 0.015, -0.264, -0.709, -0.467, -0.813, -0.220, 0.431, 0.396, 0.389, 0.492, 0.696, 0.256, -0.373, 0.121, 0.356, 0.372, 0.373, 0.307, -1.039, 0.075, -0.632, -1.130, 0.569, -0.080, -0.185, 0.800, -0.099, -0.479, -0.345, -1.187, 0.567, -0.403, -0.774, -0.764, -0.722, 0.133, 0.115, 0.396, 0.185, 0.350, -0.167, 0.419, 0.493, 0.333, 0.419, -0.687, 0.031, 0.470, 0.274, 0.151, 0.381, 0.231, 0.366, 0.324, 0.359, 0.404, 0.366, 0.445, -1.172, 0.408, -0.910, -1.142, 0.004, 0.531, -1.152, -0.611, -0.688, 0.327, 0.278, 0.282, 0.443, 0.190, 0.113, 0.335, 0.269, 0.263, 0.277, 0.244, 0.393, 0.209, 0.450, -0.114, 0.155, -0.079, 0.356, -1.875, 2.584, -0.965, -1.558, -0.464, -0.448, 0.449, 0.404, 0.360, 0.471, 0.043, 0.128, 0.460, 0.169, 0.408]}

---

Record 4
{"formula": "C11H18N4O", "method": "the ωB97M-V functional and the def2-TZVPD basis", "charge": 0, "e_above_lowest_kcal_mol": 0.00, "lumo_ev": 0.50, "spin_multiplicity": 1, "homo_lumo_gap_ha": 0.3557, "homo_ha": -0.3375, "smiles": "CC(C)=O.CC#N.CC#N.CC#N.CC#N", "elements": ["C", "C", "C", "O", "H", "H", "H", "H", "H", "H", "C", "C", "N", "H", "H", "H", "C", "C", "N", "H", "H", "H", "C", "C", "N", "H", "H", "H", "C", "C", "N", "H", "H", "H"], "coordinates": [[-0.571, -0.931, 4.872], [-0.349, 0.541, 5.056], [-0.645, 1.441, 3.878], [0.146, 0.977, 6.073], [-0.711, -1.470, 5.805], [0.315, -1.348, 4.387], [-1.409, -1.083, 4.189], [-1.659, 1.327, 3.501], [0.061, 1.287, 3.063], [-0.505, 2.465, 4.232], [-1.949, 0.186, -6.601], [-1.973, -0.008, -5.143], [-2.003, -0.159, -4.007], [-0.993, 0.664, -6.819], [-2.797, 0.798, -6.880], [-1.893, -0.809, -7.039], [2.990, 2.726, 1.131], [1.593, 2.590, 0.735], [0.485, 2.480, 0.468], [3.660, 2.341, 0.363], [3.164, 2.147, 2.036], [3.232, 3.772, 1.302], [-1.026, -0.137, -0.790], [-1.105, -0.909, 0.460], [-1.136, -1.518, 1.435], [-1.467, 0.839, -0.608], [-1.557, -0.671, -1.570], [0.037, -0.015, -0.991], [1.003, -3.189, -1.874], [1.968, -2.361, -2.595], [2.734, -1.709, -3.150], [1.296, -3.387, -0.838], [1.015, -4.200, -2.279], [0.050, -2.675, -1.803]], "nbo_charge": [-0.722, 0.595, -0.723, -0.555, 0.231, 0.240, 0.234, 0.230, 0.237, 0.229, -0.716, 0.312, -0.367, 0.258, 0.258, 0.257, -0.724, 0.308, -0.357, 0.259, 0.259, 0.258, -0.728, 0.310, -0.384, 0.274, 0.270, 0.255, -0.731, 0.291, -0.339, 0.262, 0.258, 0.259]}

---

Record 5
{"formula": "CH2Br2N2O", "method": "the ωB97M-V functional and the def2-TZVPD basis", "charge": 0, "e_above_lowest_kcal_mol": 71.32, "lumo_ev": [-0.80, -0.80], "spin_multiplicity": 1, "homo_lumo_gap_ha": [0.2571, 0.2568], "homo_ha": [-0.2863, -0.2862], "elements": ["C", "N", "N", "O", "Br", "Br", "H", "H"], "coordinates": [[-0.847, -1.260, 0.185], [-0.188, -0.268, -0.164], [-3.001, 0.043, 0.751], [-1.044, -2.401, 0.196], [-4.127, -0.680, -0.411], [-2.334, 1.718, 0.268], [-0.742, 0.595, 0.013], [0.495, -0.527, -0.876]], "nbo_charge": [0.941, -0.830, -0.901, -0.412, 0.187, 0.157, 0.413, 0.443]}

---

Record 6
{"formula": "C3H7NO", "method": "the ωB97M-V functional and the def2-TZVPD basis", "charge": 0, "e_above_lowest_kcal_mol": 129.26, "lumo_ev": [-0.21, -0.35], "spin_multiplicity": 1, "homo_lumo_gap_ha": [0.3309, 0.3165], "homo_ha": [-0.3386, -0.3295], "elements": ["C", "C", "C", "N", "O", "H", "H", "H", "H", "H", "H", "H"], "coordinates": [[-0.488, -0.045, 0.071], [0.765, -0.842, 0.050], [-0.406, 1.462, 0.043], [-1.645, -0.553, 0.111], [-2.780, -0.121, 0.149], [1.211, -0.835, -0.946], [1.489, -0.413, 0.741], [0.550, -1.868, 0.332], [0.116, 1.786, -0.855], [-1.411, 1.878, 0.041], [0.134, 1.830, 0.913], [-1.664, -2.411, -0.033]], "nbo_charge": [0.150, -0.638, -0.650, 0.112, -0.373, 0.225, 0.223, 0.238, 0.225, 0.238, 0.224, 0.027]}

---

- Number 2 is which compound?
  C3H4NOP